No. 1
C3H11N3 | wB97M-V/def2-TZVPD

The geometry in XYZ format:
```
17
C3H11N3, DFT wB97M-V/def2-TZVPD
C -0.603 0.912 1.400
C 0.535 0.669 2.025
N 0.905 -0.675 2.347
N -0.985 2.201 0.941
H -1.230 0.056 1.165
H 1.258 1.437 2.270
H 1.627 -0.700 3.051
H 1.238 -1.189 1.540
H -1.995 2.256 0.880
H -0.659 2.343 -0.013
C -0.408 -0.724 -2.479
N 0.435 -1.453 -1.533
H -0.239 -0.976 -3.533
H -0.244 0.357 -2.391
H -1.454 -0.929 -2.268
H 0.419 -2.440 -1.767
H 1.400 -1.144 -1.633
```

⟨S²⟩: 0.7503
Charge: -1
HOMO energy (alpha / beta) (eV): 1.76 / -4.43
Multiplicity: 2
Calculated total energy (Ha): -285.06008
M (g/mol): 89.14

No. 2
C3H11N3 | wB97M-V/def2-TZVPD

The geometry in XYZ format:
```
17
C3H11N3, DFT wB97M-V/def2-TZVPD
H 4.348 1.843 -0.209
N 3.928 1.033 -0.652
C 2.710 0.937 -0.307
N 1.866 -0.039 -0.761
H 2.212 1.690 0.312
H 1.082 -0.227 -0.159
H 2.267 -0.795 -1.303
C -2.086 -0.312 1.392
C -1.772 -0.990 0.046
N -1.553 -0.077 -1.030
H -2.935 0.366 1.357
H -2.242 -1.020 2.213
H -1.162 0.186 1.725
H -0.930 -1.654 0.247
H -2.608 -1.629 -0.214
H -2.314 0.090 -1.656
H -0.811 0.596 -1.001
```

Charge: 0
SMILES: [H]/N=C/N.CCN
HOMO energy (eV): -8.92
Multiplicity: 1
Calculated total energy (Ha): -285.14523
M (g/mol): 89.14

No. 3
C3H11N3 | wB97M-V/def2-TZVPD

The geometry in XYZ format:
```
17
C3H11N3, DFT wB97M-V/def2-TZVPD
C 0.059 -0.912 1.016
C 0.906 0.097 -1.360
C -1.521 -0.036 -1.059
N -0.219 0.136 -0.439
N 0.798 -0.121 1.830
N 0.307 1.215 1.787
H 1.805 -0.219 1.679
H 0.423 1.609 2.717
H -0.135 1.019 0.285
H -0.981 -0.993 1.320
H 0.538 -1.819 0.652
H 0.880 0.945 -2.052
H 1.833 0.154 -0.787
H 0.903 -0.831 -1.938
H -1.710 0.739 -1.810
H -1.594 -1.013 -1.549
H -2.293 0.030 -0.292
```

Charge: 0
HOMO energy (eV): -6.60
Multiplicity: 1
Calculated total energy (Ha): -285.03059
M (g/mol): 89.14

No. 4
C3H11N3 | wB97M-V/def2-TZVPD

The geometry in XYZ format:
```
17
C3H11N3, DFT wB97M-V/def2-TZVPD
C -2.187 -1.910 -2.485
C -3.248 -1.660 -1.742
N -3.395 -0.569 -0.903
H -1.259 -1.378 -2.433
H -2.100 -2.794 -3.104
H -4.073 -2.356 -1.786
H -2.646 0.099 -0.846
H -3.797 -0.759 0.001
N 2.553 2.367 1.880
C 2.964 1.063 1.353
N 1.949 0.051 1.470
H 2.041 2.894 1.176
H 3.365 2.957 2.042
H 3.833 0.711 1.913
H 3.289 1.125 0.310
H 1.213 0.084 0.780
H 1.498 0.075 2.374
```

Charge: 0
SMILES: C=CN.NCN
HOMO energy (eV): -8.39
Multiplicity: 1
Calculated total energy (Ha): -285.12817
M (g/mol): 89.14

No. 5
C3H11N3 | wB97M-V/def2-TZVPD

The geometry in XYZ format:
```
17
C3H11N3, DFT wB97M-V/def2-TZVPD
C -2.283 -0.501 -0.531
N -1.743 0.385 0.181
C -2.132 0.483 1.593
H -2.143 -0.454 -1.609
H -2.849 -1.329 -0.096
H -1.158 0.331 2.060
H -2.555 1.463 1.791
H -2.853 -0.289 1.884
N 1.843 -0.950 0.446
C 1.386 0.060 -0.495
N 2.435 0.700 -1.313
H 1.753 -1.875 0.054
H 2.776 -0.825 0.799
H 0.955 0.891 0.060
H 0.609 -0.368 -1.121
H 2.953 -0.066 -1.738
H 3.088 1.116 -0.656
```

Charge: 0
SMILES: C=NC.NCN
HOMO energy (eV): -8.85
Multiplicity: 1
Calculated total energy (Ha): -285.11346
M (g/mol): 89.14

No. 6
C3H11N3 | wB97M-V/def2-TZVPD

The geometry in XYZ format:
```
17
C3H11N3, DFT wB97M-V/def2-TZVPD
H -2.092 1.545 3.111
N -1.723 1.091 2.294
C -0.686 0.401 2.528
N -0.142 -0.376 1.555
H -0.252 0.211 3.514
H 0.799 -0.719 1.493
H -0.603 -0.313 0.663
C -0.319 -0.936 -1.811
N 1.029 -0.500 -1.470
C 1.518 0.490 -2.438
H -1.010 -0.117 -1.634
H -0.417 -1.402 -2.807
H -0.657 -1.806 -1.235
H 1.626 -1.321 -1.493
H 2.020 -0.016 -3.272
H 2.320 1.070 -1.983
H 0.726 1.153 -2.756
```

Charge: 0
SMILES: [H]/N=C/N.CNC
HOMO energy (eV): -8.83
Multiplicity: 1
Calculated total energy (Ha): -285.13315
M (g/mol): 89.14

> Number 4 is which compound?

C3H11N3

> Which of these has the lowest calculated total energy?

number 2